Entry from the Open Molecules 2025 dataset: C36H32FGeN4O7Pt as an isolated structure in a non-equilibrium geometry (ωB97M-V with the def2-TZVPD basis set).

CARTESIAN COORDINATES (ANGSTROEM)
Pt  -0.929  -2.969  -0.581
Ge  -2.897  -4.285  -0.015
F  4.149  2.066  0.921
O  6.115  -4.139  0.026
O  0.115  -0.815  0.461
O  -3.777  -0.132  -0.708
O  -2.101  -1.484  -1.242
O  1.333  -6.254  0.274
O  6.022  -1.876  0.071
O  -0.298  -4.801  -0.073
N  1.359  -2.944  -0.920
N  3.459  4.604  -0.213
N  4.634  6.313  -1.659
N  -1.081  2.991  -0.508
C  3.213  5.930  0.306
C  -1.287  5.000  -2.050
C  -2.596  -0.407  -0.747
C  -1.574  0.647  -0.358
C  5.607  5.531  -0.853
C  -1.565  4.323  -0.736
C  5.654  -3.027  -0.038
C  -2.738  -5.372  1.634
C  1.902  -4.028  -0.377
C  -1.933  1.943  -0.548
C  -4.808  -2.413  1.192
C  1.995  1.257  0.506
C  -3.614  -7.254  2.850
C  -2.620  -7.098  3.801
C  -1.698  -6.073  3.679
C  0.247  2.758  -0.228
C  3.496  -1.932  -0.958
C  1.202  3.778  -0.314
C  2.136  -1.915  -1.224
C  -5.352  -3.067  -1.054
C  -2.684  4.589  -1.695
C  2.895  2.292  0.477
C  2.535  3.571  0.012
C  3.606  6.946  -0.783
C  -0.252  0.308  0.103
C  -4.494  -3.112  0.035
C  4.049  -3.063  -0.388
C  0.933  -5.159  -0.028
C  -6.874  -1.713  0.205
C  -3.670  -6.394  1.769
C  -1.758  -5.209  2.599
C  -6.001  -1.722  1.281
C  0.666  1.459  0.129
C  3.258  -4.154  -0.102
C  -6.546  -2.379  -0.964
C  4.880  4.304  -0.277
H  -4.119  -2.434  2.030
H  1.675  -1.050  -1.678
H  4.115  -1.074  -1.164
H  3.803  6.104  1.216
H  -3.079  -5.242  -1.201
H  -0.786  4.427  -2.817
H  5.992  6.183  -0.067
H  -2.968  2.167  -0.760
H  -0.923  -5.959  4.421
H  -1.026  6.047  -2.034
H  -6.263  -1.199  2.188
H  -7.813  -1.185  0.277
H  5.318  4.057  0.697
H  4.153  5.648  -2.282
H  5.103  7.024  -2.232
H  2.751  7.222  -1.403
H  -1.027  -4.418  2.484
H  -5.078  -3.583  -1.964
H  2.303  0.279  0.844
H  -1.533  4.932  0.162
H  -4.332  -8.055  2.947
H  -3.116  3.772  -2.252
H  5.014  3.440  -0.934
H  4.023  7.849  -0.336
H  -7.230  -2.363  -1.799
H  2.163  6.043  0.569
H  6.438  5.218  -1.485
H  0.899  4.749  -0.668
H  3.625  -5.073  0.329
H  -4.435  -6.517  1.013
H  -3.395  5.355  -1.428
H  -2.559  -7.780  4.636

## Properties
Net charge: +1
E_LUMO (alpha / beta) in eV: -3.51 / -5.88
Highest occupied orbital energy (alpha / beta) in eV: -9.1 / -9.0
⟨S²⟩: 2.01
Orbital gap (alpha / beta) in eV: 5.6 / 3.1
Spin multiplicity: 3

Calculated atomic charges, method Löwdin, unit e: Pt 1.314; Ge 0.980; F 0.082; O 0.031; O -0.009; O 0.110; O -0.212; O 0.152; O -0.011; O -0.265; N 0.011; N -0.107; N 0.051; N 0.011; C -0.121; C -0.092; C -0.573; C -0.017; C -0.077; C -0.257; C -0.716; C -0.334; C -0.166; C 0.058; C -0.117; C 0.096; C -0.075; C -0.073; C -0.070; C -0.112; C 0.007; C 0.067; C -0.119; C -0.117; C -0.071; C -0.175; C -0.135; C -0.076; C -0.304; C -0.360; C -0.050; C -0.558; C -0.067; C -0.117; C -0.117; C -0.074; C -0.040; C 0.084; C -0.070; C -0.124; H 0.108; H 0.115; H 0.115; H 0.140; H 0.001; H 0.115; H 0.142; H 0.148; H 0.108; H 0.102; H 0.108; H 0.108; H 0.140; H 0.193; H 0.194; H 0.137; H 0.095; H 0.101; H 0.143; H 0.159; H 0.108; H 0.111; H 0.144; H 0.140; H 0.108; H 0.131; H 0.144; H 0.105; H 0.140; H 0.101; H 0.114; H 0.108

---

Entry from the Open Molecules 2025 dataset: one molecule with the formula C3H4N2O (ωB97M-V with the def2-TZVPD basis set).

CARTESIAN COORDINATES (ANGSTROEM)
O  0.660  0.024  -1.379
N  0.804  -1.226  0.804
N  -1.309  -0.423  -0.158
C  1.031  -0.041  1.117
C  0.595  1.188  0.879
C  0.075  -0.147  -0.153
H  -1.582  -1.006  0.621
H  1.199  1.935  0.382
H  0.391  -0.727  -1.927
H  -1.864  0.422  -0.188

## Properties
E_LUMO in eV: 0.58
Highest occupied orbital energy in eV: -8.9
Orbital gap in eV: 9.5
Energy relative to the best compared isomer or geometry (same formula, charge and spin) in kcal/mol: 118.4

Calculated atomic charges, method Löwdin, unit e: O 0.049; N 0.204; N 0.122; C -0.244; C 0.084; C -0.592; H 0.093; H 0.067; H 0.120; H 0.096

---

Entry from the Open Molecules 2025 dataset: one molecule with the formula C2H5N3S in a non-equilibrium geometry (ωB97M-V with the def2-TZVPD basis set).

CARTESIAN COORDINATES (ANGSTROEM)
S  -0.902  0.129  -0.037
N  1.675  -0.201  0.749
N  0.016  -0.517  -1.410
N  0.165  1.049  2.109
C  -0.744  -0.913  -2.351
C  0.444  0.387  1.050
H  2.426  0.103  1.400
H  1.029  1.129  2.618
H  1.860  -0.261  -0.261
H  -0.242  -1.279  -3.241
H  -1.836  -0.924  -2.253

## Properties
E_LUMO in eV: 0.84
SMILES: [H]/N=C(\N)SN=C
Highest occupied orbital energy in eV: -8.9
Orbital gap in eV: 9.7
Energy relative to the best compared isomer or geometry (same formula, charge and spin) in kcal/mol: 37.9

Calculated atomic charges, method Löwdin, unit e: S 0.945; N 0.046; N -0.325; N 0.029; C -0.166; C -0.854; H 0.109; H 0.024; H 0.064; H 0.068; H 0.061

---

Entry from the Open Molecules 2025 dataset: C35H38Cl2N6O7Pb as an isolated structure in a non-equilibrium geometry (ωB97M-V with the def2-TZVPD basis set).

CARTESIAN COORDINATES (ANGSTROEM)
Pb  1.099  -0.736  0.509
Cl  -1.426  1.720  -4.666
Cl  1.611  6.089  -3.648
O  -2.430  1.960  0.648
O  -0.078  -2.574  1.680
O  -1.522  0.360  2.777
O  3.254  -0.599  -0.468
O  4.850  -1.565  -1.731
O  2.503  1.641  0.820
O  -0.311  1.502  0.009
N  -0.393  4.029  -2.963
N  2.776  -2.426  -1.771
N  1.600  -2.692  -1.056
N  -2.081  -1.564  -0.011
N  -2.277  -2.123  1.193
N  2.483  -1.898  2.382
C  5.119  -4.710  0.710
C  -4.032  4.703  -3.226
C  3.242  1.760  2.031
C  -0.907  -4.161  3.862
C  -3.465  4.318  -0.936
C  -1.800  -3.686  2.907
C  -1.141  3.745  -0.178
C  -4.415  4.620  -1.895
C  5.565  -3.429  1.005
C  0.220  2.863  -6.446
C  -2.444  0.129  -1.673
C  3.805  -5.059  0.986
C  -2.603  0.164  2.272
C  -2.890  0.610  0.836
C  1.167  3.782  -6.864
C  3.717  -1.477  -1.289
C  -2.551  -5.708  4.685
C  -1.277  -5.161  4.748
C  -3.778  -0.372  3.042
C  -1.225  2.270  0.169
C  -2.399  -0.360  -0.249
C  4.711  -2.503  1.581
C  2.942  -4.137  1.562
C  -2.130  4.105  -1.270
C  -0.302  2.936  -5.167
C  -1.342  -2.728  1.850
C  0.089  3.942  -4.269
C  2.264  1.987  3.166
C  3.395  -2.852  1.855
C  1.065  4.838  -4.724
C  -1.747  4.198  -2.612
C  -3.082  -4.231  2.862
C  1.599  4.770  -5.996
C  -2.710  4.500  -3.576
C  -3.453  -5.234  3.742
H  5.051  -1.493  1.776
H  1.578  1.140  3.252
H  1.912  -4.396  1.788
H  3.210  -3.207  -2.238
H  -3.111  0.989  -1.765
H  2.790  2.124  4.110
H  -0.112  3.938  -0.459
H  -0.563  -5.530  5.474
H  3.830  0.850  2.206
H  -2.409  4.596  -4.611
H  -4.207  -1.229  2.524
H  -2.807  -0.671  -2.315
H  -0.109  2.071  -7.105
H  -3.757  4.246  0.104
H  -1.455  0.424  -2.022
H  0.830  -2.880  -1.686
H  1.665  2.875  2.964
H  -4.543  0.407  3.112
H  6.581  -3.141  0.774
H  1.582  3.717  -7.860
H  -5.443  4.800  -1.607
H  -3.774  -3.871  2.112
H  0.093  -3.746  3.905
H  -3.460  -0.666  4.039
H  2.337  5.496  -6.306
H  1.665  -2.333  2.800
H  -4.442  -5.669  3.674
H  -4.758  4.938  -3.993
H  1.708  -3.471  -0.410
H  -3.971  0.706  0.710
H  2.923  -1.218  2.987
H  -2.836  -6.501  5.365
H  3.448  -6.055  0.753
H  3.078  1.247  0.140
H  0.256  4.469  -2.333
H  3.937  2.601  1.955
H  -1.368  4.316  0.724
H  5.789  -5.428  0.258

## Properties
E_LUMO in eV: 0.51
Highest occupied orbital energy in eV: -7.9
Orbital gap in eV: 8.4
Energy relative to the best compared isomer or geometry (same formula, charge and spin) in kcal/mol: 0.0

Calculated atomic charges, method Löwdin, unit e: Pb 1.604; Cl 0.762; Cl 0.716; O 0.050; O -0.242; O 0.087; O -0.231; O 0.035; O -0.188; O -0.037; N 0.062; N -0.007; N -0.042; N 0.073; N 0.028; N 0.034; C -0.089; C -0.078; C -0.312; C -0.032; C -0.043; C -0.135; C -0.006; C -0.086; C -0.070; C -0.106; C -0.035; C -0.085; C -0.401; C -0.142; C -0.080; C -0.732; C -0.094; C -0.084; C -0.006; C -0.452; C -0.301; C -0.039; C -0.063; C -0.151; C -0.581; C -0.472; C -0.303; C -0.074; C -0.319; C -0.575; C -0.212; C -0.036; C -0.108; C -0.045; C -0.084; H 0.115; H 0.062; H 0.108; H 0.133; H 0.085; H 0.078; H 0.116; H 0.101; H 0.097; H 0.110; H 0.077; H 0.086; H 0.106; H 0.117; H 0.052; H 0.102; H 0.080; H 0.089; H 0.112; H 0.109; H 0.101; H 0.105; H 0.099; H 0.091; H 0.107; H 0.061; H 0.100; H 0.105; H 0.067; H 0.164; H 0.096; H 0.099; H 0.104; H 0.054; H 0.085; H 0.116; H 0.138; H 0.101